1.
Here is a molecular structure, C32H44N7O4S2Si2Ti from OMol25. Energies are from ωB97M-V/def2-TZVPD.

Last column: Mulliken spin population.
Atoms and positions in Å:
1 Ti -0.67409 -0.77563 -0.15459  0.9193
2 C 0.50735 -2.86569 -3.54933  0.0110
3 N 0.37801 -3.11301 -2.11835  -0.0076
4 C 1.71553 -3.15607 -1.53950  0.0091
5 C 1.81582 -3.15112 -0.02865  -0.0011
6 N 1.58960 -1.84988 0.63167  -0.0257
7 C 2.64680 -0.87784 0.28036  0.0146
8 C 1.62143 -2.05071 2.07903  0.0198
9 C 2.70176 -2.71498 2.65637  0.0007
10 C 2.79476 -2.90801 4.02375  -0.0003
11 C 1.78538 -2.41723 4.84221  0.0007
12 C 0.72421 -1.73417 4.28352  0.0001
13 C 0.62273 -1.52042 2.90072  -0.0053
14 S -0.69001 -0.53824 2.31217  -0.0204
15 C -0.44791 -4.25000 -1.82603  0.0409
16 C -0.40899 -5.36040 -2.67244  0.0004
17 C -1.21501 -6.46850 -2.47693  0.0002
18 C -2.08853 -6.47990 -1.39912  0.0004
19 C -2.13129 -5.39230 -0.54777  0.0007
20 C -1.32586 -4.25739 -0.72731  -0.0237
21 S -1.47735 -3.01031 0.51071  -0.0174
22 H 1.16842 -3.59241 -4.04957  0.0014
23 H 0.94344 -1.88126 -3.71192  -0.0017
24 H -0.47064 -2.90118 -4.02724  -0.0001
25 H 2.26517 -2.30535 -1.94835  -0.0014
26 H 2.24138 -4.06522 -1.88665  0.0011
27 H 2.83084 -3.50383 0.19717  0.0019
28 H 1.11414 -3.86562 0.40219  -0.0034
29 H 3.64443 -1.29890 0.46573  0.0000
30 H 2.52328 0.02264 0.88225  -0.0037
31 H 2.55799 -0.58135 -0.76050  -0.0022
32 H 3.50143 -3.08193 2.02591  0.0003
33 H 3.64862 -3.42627 4.44253  0.0000
34 H 1.83306 -2.55408 5.91632  0.0000
35 H -0.05573 -1.32482 4.91343  0.0006
36 H 0.26559 -5.35242 -3.51883  0.0002
37 H -1.16615 -7.30355 -3.16512  0.0000
38 H -2.74178 -7.32720 -1.22613  0.0000
39 H -2.81214 -5.38889 0.29473  -0.0010
40 O -4.82671 -1.43634 -5.95870  0.0004
41 C -3.78403 -0.75732 -5.87837  0.0002
42 O -3.31975 0.09954 -6.65212  0.0005
43 C -3.05428 -0.86042 -4.51292  0.0033
44 C -3.60443 -1.58782 -3.46441  -0.0048
45 C -2.95491 -1.64841 -2.24402  0.0263
46 N -1.78261 -1.04642 -2.03322  -0.0468
47 C -1.23226 -0.36715 -3.05052  0.0340
48 C -1.83091 -0.23824 -4.28834  0.0003
49 C 0.11811 0.21439 -2.72671  -0.0192
50 O 0.80759 0.75827 -3.55815  -0.0022
51 O 0.45270 0.03215 -1.46775  0.0251
52 H -4.54265 -2.10045 -3.62675  -0.0003
53 H -3.35803 -2.19264 -1.39858  -0.0048
54 H -1.35757 0.33563 -5.07233  -0.0001
55 C 3.11089 4.39785 3.35398  -0.0001
56 Si 2.09728 2.82160 3.00073  -0.0016
57 C 0.75225 2.84929 4.35495  0.0008
58 C 3.20509 1.36902 3.52160  -0.0002
59 C 1.55527 2.74926 1.29847  0.0094
60 Si 0.99793 4.13918 0.35210  0.0034
61 C 0.20745 3.58578 -1.28713  0.0051
62 C -0.27664 5.30452 1.20664  0.0001
63 C 2.31993 5.40928 -0.17653  0.0001
64 H 3.54224 4.36842 4.36021  0.0000
65 H 2.48619 5.29473 3.28853  0.0000
66 H 3.92323 4.50613 2.63082  0.0000
67 H 1.17286 2.80881 5.36690  0.0000
68 H 0.08587 1.99190 4.22160  -0.0004
69 H 0.14584 3.75705 4.27103  0.0001
70 H 3.53979 1.48265 4.55882  0.0000
71 H 4.08812 1.30460 2.87961  0.0000
72 H 2.66880 0.41685 3.45109  0.0004
73 H 1.14441 1.78334 0.99915  0.0031
74 H -0.47416 2.73758 -1.16095  0.0017
75 H 0.98546 3.21324 -1.95785  -0.0002
76 H -0.31507 4.39715 -1.80653  -0.0001
77 H -1.13717 4.74519 1.58605  0.0000
78 H -0.62295 6.12135 0.55739  0.0000
79 H 0.19845 5.76243 2.08053  0.0000
80 H 3.20673 4.88623 -0.54151  0.0000
81 H 2.62578 6.03970 0.66405  0.0000
82 H 1.95194 6.06596 -0.97293  0.0000
83 N -3.07411 3.83148 -0.15409  0.0021
84 C -4.13171 3.22261 0.39780  -0.0012
85 N -5.17892 4.01776 0.76761  0.0017
86 N -4.25299 1.93521 0.60863  0.0011
87 C -3.21103 1.17599 0.37097  0.0711
88 N -2.32266 0.46805 0.16742  -0.0158
89 H -2.91484 4.80496 0.05025  0.0001
90 H -2.22607 3.30400 -0.32033  -0.0006
91 H -5.32761 4.84871 0.21985  0.0001
92 H -6.01179 3.50077 0.99761  -0.0003

Frontier orbital gap ... 4.934 eV
Energy relative to the best compared isomer or geometry (same formula, charge and spin) ... 0.713 eV
Multiplicity ... 2
Total charge ... -2
HOMO level ... -1.235 eV

---

2.
Here is a molecular structure, C32H45AsCoN5O5PTe from OMol25. Energies are from ωB97M-V/def2-TZVPD.

Last column: Mulliken charge in e.
Atoms and positions in Å:
1 Co 0.74757 -0.78977 0.24160  0.9918
2 C 2.36841 2.71923 2.48124  -1.0591
3 C 1.53648 1.83968 1.52473  -0.3303
4 N 1.79047 0.40448 1.77953  1.6662
5 C 1.30076 0.06455 3.12954  -0.7012
6 C 1.92480 1.00143 4.18813  -0.8971
7 N 2.99037 1.81373 3.50677  -0.0064
8 C 3.98503 0.90520 2.84011  -0.8470
9 C 3.25135 0.16248 1.70427  -0.6961
10 H 1.75556 3.44488 3.01072  0.4250
11 H 3.17924 3.24492 1.98142  0.3524
12 H 1.79468 2.04888 0.48801  0.3037
13 H 0.47472 2.01691 1.64988  0.0505
14 H 1.55679 -0.97337 3.33729  0.4331
15 H 0.21630 0.15670 3.13301  0.2651
16 H 2.39588 0.45583 5.00199  0.3792
17 H 1.20413 1.69986 4.60744  0.3205
18 H 3.47205 2.37964 4.20422  0.2842
19 H 4.37284 0.23424 3.60393  0.3178
20 H 4.80133 1.52302 2.47372  0.3642
21 H 3.43764 -0.90513 1.77189  0.4530
22 H 3.58893 0.49553 0.72568  0.4138
23 C 2.72813 1.88606 -3.98494  -1.1012
24 C 1.92774 0.64088 -4.27038  0.0678
25 O 2.51162 -0.49604 -3.55248  -0.2427
26 P 2.08919 -1.09680 -2.18495  0.3011
27 O 1.98300 -0.04761 -1.06136  -0.2547
28 Te -0.09715 -2.02180 -1.88419  0.0631
29 O 3.14622 -2.20797 -1.95093  -0.0567
30 C 4.55415 -2.17659 -2.42228  -0.2301
31 C 4.70739 -3.04198 -3.64458  -1.2146
32 H 2.38221 2.69974 -4.62490  0.4120
33 H 3.78162 1.71960 -4.20843  0.3786
34 H 2.63123 2.19101 -2.94143  0.1632
35 H 1.98217 0.35609 -5.31735  0.3495
36 H 0.88185 0.72919 -3.98587  0.0445
37 H 5.12312 -2.55380 -1.57797  0.3689
38 H 4.83584 -1.14161 -2.61181  0.3197
39 H 4.38054 -4.06135 -3.44076  0.3124
40 H 5.76065 -3.07340 -3.93085  0.4105
41 H 4.13890 -2.64384 -4.48309  0.2893
42 O -0.61582 0.51410 0.31350  0.5200
43 As -2.09436 0.97980 -0.38585  0.3034
44 C -1.88084 1.71710 -2.12264  0.7323
45 C -0.65175 2.26442 -2.47082  -0.5370
46 C -0.56025 3.04339 -3.61534  -0.7931
47 C -1.68045 3.25522 -4.40847  -0.6737
48 C -2.90504 2.70208 -4.05682  -0.8917
49 C -3.01485 1.94670 -2.89993  -0.2562
50 C -3.37739 -0.43374 -0.34587  0.8995
51 C -3.98581 -0.74931 0.87181  -1.3869
52 C -4.95535 -1.74149 0.91977  -0.5520
53 C -5.30824 -2.42428 -0.24043  -0.6280
54 C -4.69613 -2.11613 -1.44763  -0.8927
55 C -3.73394 -1.11513 -1.50606  -0.6008
56 C -2.70832 2.42722 0.69493  0.7426
57 C -1.82030 3.48789 0.87749  -0.3322
58 C -2.22752 4.61421 1.57203  -0.9651
59 C -3.52226 4.68842 2.07540  -0.5875
60 C -4.41229 3.64620 1.86808  -0.8455
61 C -4.01185 2.51401 1.16949  -0.4546
62 H 0.21940 2.08540 -1.84892  0.3418
63 H 0.38445 3.49812 -3.88642  0.5808
64 H -1.60260 3.86527 -5.29987  0.4481
65 H -3.77809 2.87679 -4.67259  0.4673
66 H -3.98307 1.55849 -2.60601  0.4898
67 H -3.73078 -0.20212 1.77179  0.5322
68 H -5.45706 -1.96416 1.85480  0.5075
69 H -6.07719 -3.18637 -0.20491  0.4860
70 H -4.98127 -2.64165 -2.35024  0.4823
71 H -3.27339 -0.86502 -2.45508  0.6260
72 H -0.82868 3.45289 0.44206  0.4120
73 H -1.54875 5.44842 1.70022  0.4600
74 H -3.84343 5.57353 2.61012  0.4211
75 H -5.42733 3.71716 2.23677  0.4564
76 H -4.72857 1.72636 0.98677  0.5033
77 C -0.79930 -5.81988 2.59887  -1.0658
78 N -0.22316 -4.57320 2.09822  0.0365
79 C 1.16803 -4.39693 1.70470  -0.4700
80 C 1.11834 -2.96925 1.24803  0.0634
81 O 2.00073 -2.27772 0.70010  -0.6355
82 N -0.09451 -2.43014 1.42015  0.0034
83 C -0.88769 -3.44022 1.88600  0.1984
84 N -2.17930 -3.29458 2.10518  -0.2652
85 H -0.04009 -6.59514 2.55147  0.4144
86 H -1.63717 -6.13340 1.97405  0.3788
87 H -1.12069 -5.71380 3.63564  0.3580
88 H 1.44942 -5.05628 0.88083  0.4449
89 H 1.86321 -4.54815 2.53290  0.3876
90 H -2.64536 -2.45173 1.80174  0.0092
91 H -2.74708 -4.06609 2.41442  0.2623

Frontier orbital gap (spin up / spin down) ... 7.030 / 7.085 eV
Energy relative to the best compared isomer or geometry (same formula, charge and spin) ... 0.000 eV
Total charge ... +3
HOMO level (spin up / spin down) ... -15.587 / -15.593 eV